The following is a DFT calculation (wB97M-V/def2-TZVPD) of a single C7H10 molecule.

```
17
Properties=species:S:1:pos:R:3:forces:R:3
C -1.48379 0.13637 -1.11385 0.0301 -0.1410 0.0354
C -0.94519 -1.05122 -0.84856 -0.0464 0.0803 -0.0679
C 0.44978 -0.93977 -0.30268 0.0117 -0.0706 -0.1210
C 0.55318 -1.00324 1.24697 -0.0020 -0.1424 0.1253
C 0.80722 0.52387 1.28386 0.0061 0.1140 0.1124
C 0.71547 0.59678 -0.26119 0.0464 0.0767 -0.0842
C -0.53380 1.28064 -0.85571 0.0177 0.0358 -0.0021
H -2.49419 0.28744 -1.48482 0.1435 -0.0248 0.0241
H -1.44955 -2.00214 -0.99327 0.0331 0.0843 0.0778
H 1.17828 -1.56029 -0.83723 -0.1350 0.0906 0.0774
H 1.38014 -1.61014 1.62762 -0.1090 0.0927 -0.0652
H -0.37065 -1.32607 1.73784 0.1566 0.0268 -0.0750
H 0.04570 1.10780 1.81240 0.0966 -0.0829 -0.0975
H 1.78736 0.79954 1.68542 -0.1609 -0.0257 -0.0607
H 1.63916 0.93154 -0.74298 -0.1650 -0.0513 0.0823
H -0.96595 2.01615 -0.16475 0.0873 -0.0484 -0.0755
H -0.31318 1.81275 -1.78908 -0.0106 -0.0140 0.1145
```
Forces are in eV/Å.

Its strongest force on any atom is 0.2 eV Å⁻¹. The calculation puts the gap between HOMO and LUMO at 10.25 eV. For the LUMO energy, the calculation gives 1.2360 eV. As for the spin multiplicity: 1. The energy above the lowest of the compared OMol25 structures with the same formula, charge and spin is 1.0310 eV. Its structure (SMILES) is C1=C[C@@H]2CC[C@@H]2C1.

---

The following is a DFT calculation (wB97M-V/def2-TZVPD) of a molecular structure, C29H37As2CrN4O2S2.

```
77
Properties=species:S:1:pos:R:3:forces:R:3
Cr 1.22147 -0.74658 1.27370 0.0841 -1.5107 -0.4104
N 0.43994 -2.83898 2.03413 -0.0673 0.1836 -0.0145
N 1.04925 -3.63143 1.02618 -0.0987 -0.3472 -0.0821
C 2.35642 -3.24776 0.62813 -0.7150 -0.9834 -0.0065
O 3.06513 -4.01902 0.05056 0.1215 -0.0549 -0.0629
O 2.62380 -2.01740 0.93400 0.2548 1.3296 0.2504
H 0.72009 -3.14531 2.98044 -0.1093 0.1877 -0.5197
H -0.57683 -2.93420 1.96581 0.3677 0.0069 -0.0506
H 0.91316 -4.63949 1.07975 0.0609 0.3088 0.1126
C 0.01815 -0.89744 4.99688 -0.0167 -0.1315 -0.2490
As 0.98012 0.06080 3.57678 0.3557 0.8592 1.7791
C 0.27477 1.87401 3.84058 -0.1456 -0.0630 -0.1156
C 2.77869 0.33909 4.25709 0.0374 -0.1784 -0.1429
C 3.06358 0.37841 5.61845 -0.2187 -0.0489 -0.0446
C 4.37133 0.55322 6.04353 -0.0693 -0.0154 -0.0149
C 5.39152 0.69665 5.11657 0.0278 0.0249 -0.0444
C 5.11026 0.69289 3.75934 -0.0306 0.0154 -0.2424
C 3.80107 0.51382 3.32175 -0.0967 -0.1420 -0.0782
As 3.33774 0.51885 1.42578 0.8868 1.1704 0.4798
C 4.92450 -0.12812 0.50409 -0.0612 -0.2341 -0.1076
C 3.39650 2.43181 0.98354 -0.0334 -0.1736 -0.0428
H -0.15664 -0.24470 5.85872 0.1471 -0.0462 -0.2500
H 0.58147 -1.77937 5.31638 -0.0495 0.1686 -0.0808
H -0.95527 -1.21406 4.60628 0.1655 0.0623 0.0638
H 0.57831 2.22137 4.83462 -0.0292 -0.1811 -0.1982
H -0.81585 1.86460 3.77630 0.1232 -0.0003 -0.0233
H 0.67305 2.56314 3.09058 -0.0278 -0.1840 0.0719
H 2.26676 0.26172 6.34797 0.1232 -0.0106 -0.0346
H 4.59733 0.56545 7.09826 0.0072 0.0038 0.1012
H 6.41064 0.80881 5.45375 0.0799 0.0342 0.0095
H 5.91420 0.81521 3.03961 -0.0420 -0.0107 0.1047
H 5.73727 0.60522 0.57951 -0.3237 -0.0939 0.0697
H 4.68370 -0.28807 -0.55153 -0.0092 0.0480 0.1917
H 5.23189 -1.08630 0.93167 -0.1386 0.1919 -0.0428
H 4.28334 2.87751 1.44364 -0.1255 -0.1224 -0.0715
H 2.50722 2.95505 1.34011 0.0765 -0.1082 -0.0094
H 3.46304 2.53135 -0.10398 -0.0224 -0.0096 0.1592
S -0.99675 -0.04549 1.15679 -0.8303 0.4209 -0.2159
C -1.36352 0.48127 -0.43053 -2.4593 0.0678 1.7232
N -2.61018 0.77894 -0.79058 2.0473 -0.3491 0.1931
C -2.84862 1.16316 -2.16710 0.1635 0.3705 -0.8970
C -1.72776 2.08839 -2.61666 -0.8562 0.2392 0.0767
N -0.44105 1.45221 -2.41511 -0.2216 -1.1705 1.6973
C 0.55855 1.65498 -3.44301 0.6435 0.0010 -0.6356
C 0.10631 0.98474 -4.72216 -0.0737 0.1165 -0.0145
C -0.18492 1.73330 -5.85560 0.1398 -0.0799 0.1136
C -0.60582 1.09874 -7.01356 -0.0437 0.0422 -0.0385
C -0.76120 -0.27640 -7.03552 0.0086 0.0221 -0.0577
C -0.48578 -1.02477 -5.90220 -0.0373 -0.0166 0.0934
C -0.05669 -0.39520 -4.74785 0.0486 0.0172 0.0237
C -0.27380 0.66553 -1.34639 2.1880 0.7426 -2.0396
S 1.22479 -0.08219 -0.99320 -0.4112 -0.0258 -0.8107
C -3.76907 0.59399 0.05389 -0.7147 -0.3312 0.5614
C -4.66975 -0.47515 -0.52031 -0.0279 0.0465 -0.1037
C -5.93579 -0.15956 -0.99368 0.1151 0.0522 0.1232
C -6.75096 -1.15353 -1.50664 -0.0818 -0.0549 -0.0765
C -6.30105 -2.46143 -1.56727 -0.0607 0.0844 0.0169
C -5.03012 -2.77738 -1.11479 0.0720 -0.0554 -0.0350
C -4.21571 -1.78736 -0.59782 0.0273 0.0840 0.0590
H -3.80861 1.67605 -2.22343 0.0667 -0.0376 -0.0030
H -2.89954 0.26645 -2.79433 -0.0452 0.0765 0.0391
H -1.76696 3.02149 -2.04002 0.0950 -0.0428 -0.1031
H -1.83199 2.33067 -3.67426 -0.0218 -0.0898 0.0649
H 1.50742 1.23970 -3.09901 -0.1455 0.1292 -0.0099
H 0.68246 2.73019 -3.60115 -0.0432 -0.0512 0.0864
H -0.05847 2.80612 -5.84529 0.0206 0.1423 0.0039
H -0.81040 1.68337 -7.89673 -0.0353 0.0406 -0.0915
H -1.09021 -0.76725 -7.93723 -0.0335 -0.0514 -0.1091
H -0.60151 -2.09663 -5.91707 -0.0021 -0.1273 -0.0218
H 0.17090 -0.97826 -3.86590 0.0486 -0.1206 0.0854
H -4.30573 1.54504 0.10947 0.1144 -0.0123 0.0077
H -3.43074 0.31894 1.05451 -0.0806 0.1457 -0.1598
H -6.29650 0.85838 -0.94791 -0.0356 0.1128 0.0344
H -7.73856 -0.90345 -1.86001 -0.1108 0.0144 -0.0403
H -6.94195 -3.23229 -1.96223 -0.0734 -0.1082 -0.0590
H -4.67927 -3.79592 -1.16586 0.0511 -0.1101 0.0053
H -3.22260 -2.03007 -0.24322 0.1064 -0.0795 0.0595
```
Forces are in eV/Å.

Its strongest force on any atom is 3.1 eV Å⁻¹. The calculation puts the gap between HOMO and LUMO (spin up / spin down) at 6.54 / 6.53 eV. The charge is +2. For the LUMO energy (spin up / spin down), the calculation gives -7.4047 / -7.4357 eV. As for the spin multiplicity: 4. The energy above the lowest of the compared OMol25 structures with the same formula, charge and spin is 1.5013 eV.

---

The following is a DFT calculation (wB97M-V/def2-TZVPD) of a molecular structure, C40H28Cl4N5O5Sn.

```
83
Properties=species:S:1:pos:R:3:forces:R:3
Sn 0.52972 0.03338 0.14054 0.3363 0.1720 -0.5007
Cl -2.82060 4.01810 4.95573 -0.0001 0.0046 -0.0166
C -2.15106 3.53721 3.42193 -0.0165 -0.0355 0.0668
C -1.24108 2.49069 3.39508 0.0888 -0.0728 -0.0880
C -0.66633 2.05236 2.20230 0.1212 -0.0676 -0.0183
N 0.31816 1.03814 2.11723 -0.2581 -0.0641 0.0910
C 0.88294 0.50268 3.22572 -0.1360 -0.0775 0.0733
O 0.56794 0.64822 4.40454 -0.0008 0.2099 -0.0634
C 2.09372 -0.37887 2.97392 -0.0659 -0.0014 -0.0531
C 2.76009 -0.94149 4.05647 -0.0117 -0.0490 -0.0114
C 3.87343 -1.72184 3.80805 -0.0191 -0.0115 0.0223
C 4.27825 -1.92847 2.49577 -0.0188 0.0162 -0.0775
C 3.53896 -1.34238 1.48258 0.0157 -0.0233 0.0279
N 2.48179 -0.57564 1.72312 0.1936 0.0152 0.1713
C -1.06873 2.67211 0.98288 -0.0172 -0.0890 -0.0404
C -1.96985 3.73718 1.04591 0.0160 0.0059 -0.0255
C -2.50641 4.16501 2.24935 -0.0480 0.0320 -0.0524
Cl -3.64853 5.48261 2.22452 0.0182 -0.0288 0.0274
N -0.61806 2.09221 -0.21108 -0.1720 0.0387 0.2020
C -0.97802 2.59742 -1.39793 0.0512 0.0079 -0.1760
O -1.49119 3.69146 -1.66422 0.0704 -0.0009 0.0160
C -0.74102 1.69338 -2.60438 -0.0487 -0.0439 0.0618
C -0.68383 2.26752 -3.87260 0.0735 -0.0077 0.0425
C -0.52093 1.44174 -4.96770 0.0135 0.0127 -0.0432
C -0.43722 0.06765 -4.77640 -0.0025 -0.0010 -0.0059
C -0.52272 -0.41610 -3.48355 -0.0843 0.0702 -0.0048
N -0.67581 0.37812 -2.42469 -0.0846 -0.0992 0.0373
H -0.97658 2.00416 4.31464 0.0366 -0.0289 0.0723
H 2.37988 -0.75653 5.04992 0.0095 0.0130 -0.0011
H 4.41796 -2.17435 4.62764 0.0066 0.0017 -0.0043
H 5.14288 -2.53307 2.25785 -0.0011 -0.0293 -0.0050
H 3.79577 -1.49032 0.43920 0.0045 -0.0111 -0.0598
H -2.27032 4.22309 0.13414 0.0140 0.0061 0.0058
H -0.77429 3.34055 -3.95632 -0.0081 0.0023 -0.0077
H -0.46292 1.86076 -5.96498 -0.0021 -0.0040 -0.0019
H -0.31504 -0.61396 -5.60766 0.0118 -0.0039 0.0019
H -0.46861 -1.48203 -3.27824 -0.0402 0.0218 -0.0338
C -2.64272 -1.97269 -1.06485 -0.0501 0.0582 0.0637
C -2.80026 -0.83629 -0.09632 0.0068 -0.1793 -0.1040
O -1.83442 -0.34165 0.44642 0.1141 0.2071 0.2593
C -4.15362 -0.28960 0.20825 0.0767 -0.0366 -0.0182
C -5.31819 -0.93614 -0.19278 -0.0508 0.0071 -0.0170
C -6.55502 -0.38421 0.10646 0.0252 0.0005 0.0007
C -6.62726 0.81984 0.79461 0.0101 0.0054 0.0000
C -5.46569 1.47054 1.19274 -0.0106 -0.0183 -0.0074
C -4.23137 0.91356 0.90533 -0.0098 0.0202 0.0459
H -1.58430 -2.17673 -1.20841 -0.0182 0.0157 -0.0104
H -3.11426 -1.73541 -2.02043 0.0038 -0.0070 0.0050
H -3.12245 -2.86520 -0.65728 -0.0024 0.0249 0.0076
H -5.26472 -1.87396 -0.73082 0.0055 0.0066 -0.0061
H -7.46123 -0.89199 -0.19819 -0.0034 0.0029 -0.0013
H -7.59363 1.25358 1.02016 -0.0004 -0.0002 0.0046
H -5.51653 2.41126 1.72608 -0.0038 0.0045 -0.0019
H -3.31628 1.40447 1.21063 -0.0181 -0.0132 0.0045
Cl 4.35737 -5.71596 0.36816 0.0052 -0.0144 -0.0183
C 4.51577 -4.55982 -0.91973 -0.0213 -0.0692 -0.0592
C 5.78082 -4.25475 -1.38269 0.0728 0.0467 0.0236
C 5.93162 -3.32861 -2.40343 -0.0144 -0.0509 0.0284
C 4.81837 -2.67311 -2.89776 -0.0209 0.0019 0.0202
C 3.55704 -2.96578 -2.40028 -0.0248 0.1101 0.0934
Cl 2.25246 -1.93269 -2.88078 0.0507 -0.2245 -0.0510
C 3.35269 -3.97918 -1.44827 0.0018 0.0003 -0.0634
N 2.11265 -4.38558 -0.98169 -0.0109 -0.0915 -0.0226
C 0.97172 -4.63935 -1.73809 0.1661 -0.0043 0.1069
C 1.06555 -4.91390 -3.10252 -0.0018 0.0858 -0.0194
C -0.06669 -5.17431 -3.85542 -0.0042 0.0145 -0.0098
C -1.31272 -5.19626 -3.24932 0.0201 0.0162 0.0272
C -1.38982 -4.99012 -1.87859 0.0150 -0.0831 -0.0130
C -0.27337 -4.72328 -1.09334 -0.1204 -0.0318 0.0001
C -0.45802 -4.57511 0.39680 -0.1058 0.0214 -0.0983
C -0.32258 -3.14030 0.96647 0.0780 -0.1673 0.2363
O -1.09382 -2.81644 1.86893 0.0185 0.0231 -0.1473
O 0.62164 -2.45082 0.45903 -0.2960 0.2460 0.1368
H 6.63523 -4.75199 -0.94506 0.0028 -0.0019 -0.0081
H 6.91482 -3.10142 -2.79201 0.0077 0.0168 0.0192
H 4.91365 -1.89478 -3.64217 -0.0017 -0.0024 -0.0004
H 1.97625 -4.31055 0.01310 -0.0649 0.1629 0.0114
H 2.03844 -4.92120 -3.57650 0.0293 0.0419 -0.0101
H 0.03296 -5.36786 -4.91637 -0.0021 0.0035 -0.0024
H -2.20759 -5.39134 -3.82576 -0.0016 -0.0111 0.0005
H -2.35320 -5.04989 -1.38408 0.0071 -0.0105 -0.0143
H 0.24197 -5.20910 0.95480 0.0716 0.0226 -0.0652
H -1.45410 -4.92939 0.65972 0.0237 -0.0295 0.0451
```
Forces are in eV/Å.

Its strongest force on any atom is 0.6 eV Å⁻¹. The calculation puts the gap between HOMO and LUMO at 6.93 eV. The charge is -1. For the LUMO energy, the calculation gives 2.1755 eV. As for the spin multiplicity: 1. The energy above the lowest of the compared OMol25 structures with the same formula, charge and spin is 0.5142 eV.